71
Properties=species:S:1:pos:R:3:forces:R:3:lowdin_charge:R:1 method="wB97M-V/def2-TZVPD" charge=-1 lumo_energy_ev=2.907 spin_multiplicity=1
Fe 0.315977 -0.597410 0.363926 -0.256 -0.067 -0.041 0.399
C -5.018226 -1.934962 -3.996407 0.003 -0.005 0.007 -0.070
C -3.924641 -1.288566 -3.188328 -0.007 0.029 -0.016 -0.300
C -4.078692 -0.015542 -2.640684 0.008 -0.027 0.019 -0.061
C -3.084280 0.532604 -1.867015 -0.015 0.021 -0.013 -0.027
C -1.860969 -0.116879 -1.589381 0.039 0.032 0.035 -0.232
N -0.941361 0.467764 -0.756266 0.078 0.033 -0.062 0.018
C -0.689912 1.802039 -0.886222 -0.009 -0.011 0.107 -0.222
C -0.785113 2.503746 -2.108269 0.000 0.019 -0.009 -0.023
C -0.423431 3.828104 -2.238837 -0.001 -0.008 -0.013 -0.065
C 0.086210 4.552391 -1.164533 0.007 0.015 -0.001 -0.302
C 0.571462 5.969537 -1.320447 -0.002 -0.002 0.001 -0.074
C 0.184054 3.888771 0.048224 -0.005 -0.018 -0.003 -0.002
C -0.227860 2.571198 0.207554 -0.007 -0.024 -0.006 -0.104
N -0.174296 2.033331 1.531681 -0.075 0.175 -0.017 -0.031
C -0.230781 2.761552 2.674171 0.087 -0.090 0.094 -0.075
C 0.149388 1.940929 3.709535 -0.131 -0.016 -0.141 -0.050
C 0.394632 0.698974 3.097818 0.024 0.030 0.227 -0.123
N 0.179582 0.763947 1.799681 0.181 -0.093 -0.221 0.028
C -1.715101 -1.401723 -2.154142 -0.032 -0.021 0.025 -0.096
C -2.741684 -1.951196 -2.923918 -0.019 -0.043 0.013 0.001
N -0.529534 -2.190707 -1.992336 0.068 0.178 -0.081 -0.026
C -0.225335 -3.339764 -2.646376 -0.055 -0.009 -0.060 -0.070
C 1.007649 -3.755710 -2.221012 0.068 -0.008 0.004 -0.056
C 1.404023 -2.785991 -1.291163 0.059 0.111 -0.063 -0.104
N 0.479797 -1.848318 -1.168325 -0.091 -0.313 0.257 0.022
H -5.486871 -1.218649 -4.674131 0.004 0.000 -0.002 0.069
H -5.806033 -2.339187 -3.354642 0.000 0.002 0.000 0.074
H -4.630185 -2.758910 -4.597387 -0.002 0.000 0.002 0.067
H -4.999424 0.536312 -2.800721 0.004 0.002 -0.006 0.105
H -3.230544 1.506541 -1.417057 -0.002 0.000 -0.008 0.117
H -1.135412 1.962712 -2.977597 -0.001 -0.010 0.008 0.111
H -0.508411 4.303202 -3.211512 0.001 0.002 0.004 0.103
H 0.079974 6.460259 -2.162192 -0.002 0.001 0.002 0.066
H 1.649315 6.011029 -1.502248 -0.001 -0.004 -0.002 0.073
H 0.369649 6.561978 -0.425703 0.002 -0.001 0.000 0.068
H 0.608860 4.408891 0.898938 -0.002 -0.006 0.005 0.109
H -0.546156 3.789115 2.659949 0.017 0.004 -0.003 0.113
H 0.202992 2.185206 4.755718 -0.009 0.010 -0.002 0.086
H 0.696423 -0.237292 3.533909 0.009 0.012 -0.020 0.111
H -2.629059 -2.941840 -3.340996 0.020 -0.041 0.041 0.093
H -0.881417 -3.782164 -3.369917 -0.017 0.044 -0.039 0.102
H 1.544061 -4.632702 -2.538049 -0.006 0.000 -0.002 0.086
H 2.289926 -2.726924 -0.682703 -0.012 -0.011 0.011 0.109
O 2.074426 -1.325757 1.304009 -0.045 -0.027 0.007 -0.050
C 2.738736 -0.428872 0.714530 -0.011 0.027 -0.017 -0.616
O 2.208649 0.361660 -0.101109 0.030 0.036 -0.039 -0.010
C 4.212978 -0.312423 0.996119 0.025 -0.008 0.019 -0.124
C 4.954830 0.703242 0.404487 0.004 -0.008 -0.014 -0.023
C 6.313876 0.813011 0.659593 0.003 -0.002 0.009 -0.094
C 6.938247 -0.094908 1.505923 -0.001 0.004 -0.004 -0.112
C 6.199185 -1.111078 2.097700 0.002 -0.002 0.000 -0.097
C 4.839080 -1.217826 1.844795 -0.003 0.012 0.005 -0.026
H 4.441747 1.392751 -0.253227 -0.001 0.000 0.003 0.114
H 6.889122 1.607272 0.199248 -0.001 -0.002 -0.003 0.094
H 8.000098 -0.010172 1.704199 -0.001 0.000 0.000 0.091
H 6.685134 -1.820002 2.757305 -0.002 0.003 0.003 0.093
H 4.238063 -1.995775 2.297375 0.001 -0.001 -0.005 0.112
C -2.156146 -3.274879 2.937966 0.013 0.009 0.019 -0.119
C -1.558136 -1.921185 2.537603 -0.021 -0.003 0.024 -0.520
C -2.560620 -0.818243 2.873606 0.027 0.045 -0.018 -0.106
C -1.151048 -1.871516 1.059116 0.032 0.055 0.105 -0.188
H -2.451542 -3.303658 3.994571 0.000 0.004 -0.006 0.060
H -1.438046 -4.079665 2.762944 -0.004 -0.001 0.001 0.063
H -3.043811 -3.486391 2.332787 0.003 0.010 -0.011 0.069
H -0.670498 -1.777979 3.170288 -0.022 -0.025 -0.031 0.094
H -3.515913 -1.028602 2.380379 0.008 -0.005 -0.004 0.072
H -2.215628 0.151002 2.511296 -0.009 0.012 -0.004 0.053
H -2.745882 -0.738546 3.950440 -0.014 -0.008 0.006 0.066
H -0.851683 -2.900880 0.786439 0.082 0.058 -0.054 0.044
H -2.084462 -1.686275 0.499030 -0.013 -0.078 -0.021 0.045